# 1
A 10-piece molecular cluster, C30H84N4O14 overall at a distorted geometry. Source: the Open Molecules 2025 dataset; level of theory: ωB97M-V with the def2-TZVPD basis set.

Atoms and positions in Å:
H  -2.07  1.78  -3.64
H  3.24  -0.03  -6.68
H  -2.26  1.72  3.46
C  -0.53  2.12  -7.39
C  0.91  1.77  -7.03
H  -2.73  -1.86  1.21
O  1.40  -0.89  -4.13
H  2.31  2.25  -3.25
O  6.67  -2.38  3.96
H  0.65  -3.42  4.93
H  -0.50  3.11  -7.85
C  -1.38  1.09  3.50
H  7.95  -0.96  3.23
H  3.29  -1.57  -4.66
H  1.81  1.02  -0.17
C  -4.82  0.05  3.04
C  -2.45  2.99  -6.43
O  -0.42  1.81  2.68
C  -1.81  2.60  0.05
C  2.72  3.41  0.74
C  2.87  3.34  -0.78
C  5.17  -4.29  4.76
H  -1.09  1.03  4.55
H  2.50  -5.13  4.79
H  2.89  0.71  -2.68
C  2.81  -4.09  4.89
C  -2.89  3.44  0.72
H  7.34  -4.24  4.40
C  -2.65  -0.77  -4.05
H  -0.58  0.81  -3.87
H  -5.86  0.33  2.90
C  -5.10  3.33  1.60
H  -2.89  -0.32  0.52
C  2.44  0.12  -5.96
H  1.88  -2.31  -2.62
C  1.09  -0.91  4.10
H  0.56  -1.06  3.16
H  2.70  0.90  -5.24
C  1.03  -2.03  -3.25
H  2.86  -3.88  5.96
N  1.33  3.38  1.19
H  3.11  4.39  1.01
O  -0.20  -3.53  -0.49
C  -2.24  -2.77  4.24
H  -3.08  4.40  0.24
H  -0.03  2.03  -1.81
H  -3.25  2.95  -5.68
H  -1.90  -0.96  -4.82
H  3.92  3.59  -0.92
H  -4.15  0.80  2.60
H  -1.73  1.64  0.55
O  -4.07  2.68  0.84
H  0.40  0.03  -6.09
H  1.15  -1.53  0.93
O  -2.22  -1.75  -0.86
H  -2.99  2.01  -1.45
H  -6.85  -1.23  -1.28
H  0.19  -1.85  -2.57
H  -3.47  -0.14  -4.41
C  1.81  -0.85  0.39
H  -1.09  -5.17  0.37
H  -4.21  0.67  4.87
H  -0.95  0.67  -1.22
H  -2.21  -1.04  -1.50
H  3.32  2.71  1.33
C  -1.02  1.57  -1.83
H  6.42  -4.03  2.88
H  -5.49  0.64  -0.95
C  -5.44  0.03  -1.86
H  2.02  -1.94  -5.78
H  5.27  -5.38  4.78
H  1.52  2.04  -7.89
H  -0.92  -2.90  -0.52
N  -2.08  2.45  -1.38
H  5.24  -3.97  5.80
N  1.16  0.36  -6.66
C  1.59  -3.23  4.41
O  2.01  -1.88  4.61
H  0.21  2.98  4.30
O  -4.31  -0.14  4.36
H  3.93  -2.72  4.14
H  -5.95  2.66  1.73
H  7.75  -2.37  2.17
H  -1.72  -3.62  4.67
C  3.03  1.78  -2.58
H  1.62  4.44  2.88
O  -3.63  -2.85  4.40
H  -3.93  -1.94  4.49
O  1.23  0.41  0.30
H  1.44  -3.33  3.34
H  1.21  2.46  -6.24
H  2.78  -0.80  0.90
H  -2.51  3.66  1.72
H  2.09  2.75  3.01
H  -4.53  -0.53  -1.65
O  -2.09  -0.18  -2.87
H  0.29  -0.89  4.85
H  -1.27  -1.03  0.91
H  2.25  4.08  -1.26
H  -4.70  3.70  2.55
O  2.66  1.99  -1.20
H  1.54  0.09  4.09
H  -5.50  4.17  1.03
H  -2.96  -1.78  -3.76
C  1.33  3.43  2.60
H  -4.64  -0.86  2.47
O  -1.44  2.00  -6.31
H  1.97  -1.18  -0.63
C  0.00  3.04  3.23
H  -1.78  0.14  3.15
H  -1.98  3.97  -6.43
H  0.78  -2.94  -3.78
H  0.55  -4.71  0.91
H  0.84  2.56  0.87
H  4.07  1.99  -2.83
H  -0.88  1.47  -8.19
C  7.84  -2.04  3.21
H  -0.80  3.77  3.05
N  3.97  -3.72  4.19
C  2.39  -1.16  -5.12
H  -1.86  -2.77  3.22
C  -2.25  -1.20  0.48
H  -0.88  3.13  0.22
C  -1.43  1.01  -3.21
H  -0.83  -3.79  1.44
H  -5.26  0.67  -2.72
C  -0.42  -4.34  0.60
H  8.77  -2.47  3.60
O  -6.61  -0.74  -2.07
H  -1.80  -1.89  4.72
C  6.46  -3.79  3.95
H  -2.97  2.94  -7.39

Results
Net charge = 0
LUMO level = 0.4 eV
Maximum force = 3.21 eV/A
Gap between HOMO and LUMO = 8.892 eV
Energy relative to the best compared isomer or geometry (same formula, charge and spin) = 0.0 kcal per mole
SMILES = COCCNCCOC.COCCNCCOC.COCCNCCOC.COCCNCCOC.CO.CO.CO.CO.CO.CO

=====

# 2
A 9-piece molecular cluster, C30H85N11O9 overall at a distorted geometry. Source: the Open Molecules 2025 dataset; level of theory: ωB97M-V with the def2-TZVPD basis set.

Atoms and positions in Å:
H  14.55  3.00  -1.08
O  -4.44  -7.24  -4.60
N  -1.25  -2.55  -0.37
H  5.53  8.85  -6.73
H  2.16  -3.58  -4.03
C  -0.42  -0.34  0.36
H  -2.18  -7.36  -3.60
H  1.35  -5.73  4.76
C  12.84  1.28  -0.87
H  -0.68  0.62  0.80
H  2.38  -1.97  -6.06
C  -11.83  -3.89  2.07
H  -1.87  5.34  -3.72
H  2.83  -2.94  -2.12
C  3.26  -2.61  -5.92
H  3.09  -5.06  -0.92
H  -1.53  7.08  -3.53
H  -3.11  -0.77  8.12
C  -1.40  -2.08  1.94
H  -2.98  6.48  -4.46
H  3.93  -2.05  -6.57
C  4.49  6.84  -5.58
H  1.92  -4.99  6.31
H  11.36  4.25  -0.22
N  2.04  -5.30  5.35
N  -11.42  -4.21  0.74
C  6.10  5.64  -7.16
C  9.16  3.06  -1.26
H  -5.94  0.74  10.01
H  -3.87  -0.36  10.42
C  -5.52  0.17  9.18
H  -13.65  -4.49  3.10
H  -1.29  -1.31  2.71
H  -6.11  1.88  7.07
H  -2.87  -2.08  9.20
H  4.74  3.90  -5.87
H  -6.00  -1.56  11.07
O  3.49  -5.35  3.67
N  3.97  -4.71  5.66
C  4.95  -3.92  -2.07
C  5.70  3.49  -6.19
C  3.42  -3.80  -2.44
H  -6.21  4.00  -2.24
H  9.71  3.12  -2.20
H  -4.60  -2.29  11.37
H  13.68  0.91  -1.45
H  -6.09  2.89  8.50
C  -12.89  -4.86  2.41
C  -3.66  -1.50  8.71
H  -6.38  -0.33  8.73
H  3.73  -4.72  6.64
H  -2.46  -1.08  0.28
H  0.49  -0.76  0.79
H  5.69  2.89  -7.10
H  5.36  -4.89  -2.36
C  -5.49  2.21  7.90
H  -11.10  -3.59  3.96
C  3.23  -3.78  -3.94
C  -4.16  5.35  -2.54
H  -12.50  -5.82  2.72
H  12.11  2.85  -2.13
H  -6.51  4.04  -0.64
H  -8.53  -1.24  2.79
H  6.12  2.88  -5.40
H  8.37  2.31  -1.31
H  -2.53  -5.93  -2.49
C  5.85  6.89  -6.38
H  4.92  -4.61  5.36
C  -3.91  -6.47  -3.74
H  -4.00  -4.85  -2.52
H  13.05  1.19  0.20
H  13.87  3.52  0.16
H  -5.39  -5.15  -3.50
H  1.77  0.49  -1.22
H  3.18  -3.57  -6.43
C  -10.62  -3.77  3.00
H  -3.94  3.33  -0.46
H  -5.09  6.16  -0.80
H  -11.23  -5.20  0.85
H  -9.99  -4.66  3.01
H  0.64  1.76  -0.83
H  -12.26  -2.90  1.92
O  3.80  -2.70  -4.66
H  -9.23  -1.84  4.28
H  3.60  6.51  -6.13
C  3.15  -5.07  4.76
H  4.21  7.73  -5.01
H  5.27  -3.57  -1.09
H  -10.58  -3.71  0.50
H  3.52  -4.77  -4.31
H  5.08  7.97  -7.87
O  -4.79  1.04  8.33
H  -4.03  4.33  -2.90
N  -6.15  4.58  -1.41
C  0.75  0.82  -1.38
H  -2.39  -2.51  2.12
H  0.63  1.10  -2.43
H  -4.87  5.66  -3.31
H  11.67  2.88  0.90
N  -5.18  -1.94  10.62
C  -4.87  5.18  -1.23
N  -4.46  -5.42  -3.22
H  -0.85  -2.07  -1.17
H  5.20  5.31  -7.67
O  -0.29  -0.10  -1.03
C  -4.14  4.37  -0.19
C  -4.58  -0.86  9.77
N  -2.69  -6.55  -3.28
N  2.75  -4.98  -1.87
C  -1.49  -1.48  0.56
O  -3.03  6.17  -2.43
C  12.47  2.72  -1.11
H  12.00  0.61  -1.04
H  6.63  7.00  -5.62
H  -8.00  -2.76  3.59
O  6.57  4.59  -6.38
H  -0.37  -2.92  -0.05
C  11.34  3.16  -0.10
H  3.01  -5.87  -2.27
H  -4.78  2.92  7.48
C  -8.85  -2.14  3.30
H  5.55  -3.27  -2.71
H  -0.60  -2.78  2.15
N  5.89  8.08  -7.27
N  13.69  3.46  -0.83
O  10.05  2.57  -0.22
H  -4.29  -2.03  7.99
H  6.84  5.70  -7.96
H  4.57  6.08  -4.81
H  -4.69  4.36  0.75
H  8.56  3.97  -1.19
H  -13.50  -5.00  1.51
O  -9.81  -2.75  2.43
C  -2.32  6.33  -3.61
H  -3.11  4.70  -0.07

Results
Net charge = 0
LUMO level = 0.2 eV
Maximum force = 7.67 eV/A
Gap between HOMO and LUMO = 9.279 eV
Energy relative to the best compared isomer or geometry (same formula, charge and spin) = 168.3 kcal per mole
SMILES = COC[C@H](C)N.COC[C@H](C)N.COC[C@H](C)N.COC[C@H](C)N.COC[C@H](C)N.COC[C@H](C)N.COC[C@H](C)N.NC(N)=O.NC(N)=O

=====

# 3
A 9-piece molecular cluster, C30H85N11O9 overall at a distorted geometry. Source: the Open Molecules 2025 dataset; level of theory: ωB97M-V with the def2-TZVPD basis set.

Atoms and positions in Å:
H  -5.25  -20.67  4.08
N  -0.75  -12.07  -2.78
C  -1.61  -12.42  -1.66
N  -5.57  -19.88  5.72
C  -9.09  -21.05  1.77
O  -8.43  -22.16  2.35
C  -6.08  -21.57  2.45
H  -3.39  -21.17  2.04
O  -4.87  -12.10  0.79
H  -2.42  -16.50  -2.96
H  -0.44  -14.50  0.93
H  -5.09  -10.37  1.67
H  -3.27  -17.35  5.35
H  -10.71  -16.85  -1.15
C  -3.09  -15.71  -2.63
H  -4.75  -20.20  -1.83
C  -6.28  -12.32  -2.09
C  -1.11  -15.35  1.09
O  -3.42  -23.33  -4.72
H  -3.81  -15.40  -3.39
H  -9.01  -17.97  -2.28
N  -0.75  -15.56  3.55
H  -5.46  -18.31  3.30
H  -4.84  -22.14  3.77
H  -6.49  -12.98  1.42
H  -2.63  -11.28  -0.14
H  -2.97  -10.70  -1.80
H  -14.27  -19.43  0.78
H  -3.94  -23.64  -2.73
H  -5.37  -16.90  4.16
H  -3.27  -18.96  4.67
H  -4.78  -21.14  -5.32
H  -3.58  -14.40  2.14
H  1.05  -17.47  -0.22
C  -4.75  -11.36  1.97
N  -5.21  -20.98  -4.41
H  -5.67  -23.75  2.14
C  -2.39  -19.53  1.65
H  -9.34  -20.28  2.49
H  -1.48  -11.60  -3.30
H  -6.88  -11.62  0.59
H  1.03  -15.75  -0.43
H  -3.63  -15.98  -1.72
H  -0.32  -16.76  -1.06
C  -4.97  -21.25  -2.00
H  -6.13  -12.89  -3.00
C  -1.74  -15.49  2.48
N  -5.31  -16.49  0.58
C  -3.63  -18.36  5.50
C  -6.33  -17.23  0.18
H  -10.00  -21.41  1.29
H  -8.37  -20.55  1.12
H  -0.22  -16.41  3.39
H  -8.99  -18.20  -0.66
H  -11.00  -19.75  -0.10
O  -3.32  -18.81  1.37
H  -2.20  -13.39  2.57
H  -6.56  -19.94  5.54
H  -7.88  -17.92  2.26
H  -3.45  -13.02  -2.77
H  -3.29  -21.34  -3.35
C  -6.41  -13.21  -0.88
C  -7.37  -21.86  3.18
H  -0.67  -12.94  -3.29
H  -0.95  -18.21  1.31
O  -0.34  -16.56  0.95
H  -1.47  -10.27  -0.97
C  -2.03  -23.45  -4.48
C  -2.69  -14.34  2.76
H  -5.19  -18.85  0.53
H  -6.69  -19.04  -0.33
H  -5.34  -23.47  -3.88
H  -5.49  -15.50  0.54
C  -4.32  -23.17  -3.63
H  -7.62  -20.98  3.79
C  0.38  -16.61  -0.24
C  -5.19  -18.48  5.53
H  -4.47  -17.04  0.47
C  -11.60  -18.27  -2.54
N  -4.92  -21.24  3.31
H  -7.12  -22.72  3.81
H  -3.22  -18.82  6.40
H  -1.06  -13.04  -0.96
O  -7.43  -16.75  -0.13
C  -4.34  -21.66  -3.40
C  -2.75  -13.40  -2.01
H  -7.05  -11.59  -2.32
H  -1.91  -15.33  0.34
H  -2.32  -16.40  2.62
H  -1.47  -22.65  -4.00
H  -12.60  -17.84  -2.50
H  -7.43  -16.34  2.73
H  -11.15  -18.14  -3.52
H  -8.83  -17.09  3.41
O  -12.57  -18.37  0.39
N  -2.46  -20.80  1.92
C  -6.19  -12.46  0.51
N  -6.09  -18.48  0.27
C  -7.79  -17.28  3.14
H  -5.66  -14.00  -0.90
H  -6.22  -20.77  1.73
H  -6.05  -21.39  -1.90
H  -5.60  -17.91  6.37
H  -10.51  -18.36  0.85
H  -7.70  -14.76  -0.42
H  -7.82  -14.29  -1.88
O  -2.24  -14.69  -2.30
H  -3.11  -14.35  3.77
H  -5.51  -20.17  6.68
C  -13.18  -19.49  0.88
H  -1.57  -21.28  1.95
N  -7.65  -13.91  -0.96
H  -5.24  -11.85  2.81
C  -2.20  -11.07  -1.13
O  -7.20  -17.72  4.32
C  -11.17  -18.69  0.05
H  -12.75  -19.82  1.83
H  -4.49  -21.84  -1.22
H  -3.37  -13.46  -1.12
H  -1.99  -24.32  -3.82
H  -11.69  -19.36  -2.48
H  -4.57  -22.76  1.22
H  -0.07  -14.88  3.27
H  -3.72  -11.36  2.35
C  -5.77  -17.90  4.26
C  -10.73  -17.94  -1.26
H  -6.23  -23.02  0.76
H  -0.35  -19.80  1.68
H  -5.36  -11.81  -1.81
C  -5.59  -22.79  1.61
H  -1.60  -23.62  -5.46
H  -6.07  -21.52  -4.42
N  -9.44  -18.48  -1.52
H  -12.96  -20.36  0.27
N  -1.13  -19.18  1.53

Results
Net charge = +1
2S+1 = 2
LUMO level (spin up / spin down) = -2.4 / -8.0 eV
Maximum force = 4.93 eV/A
Gap between HOMO and LUMO (spin up / spin down) = 8.393 / 2.863 eV
Energy relative to the best compared isomer or geometry (same formula, charge and spin) = 11.6 kcal per mole
Expectation value of S² = 0.755

=====

- What is the energy relative to the best compared isomer or geometry (same formula, charge and spin) in the second record?
  168.3 kcal per mole